(1)
ORCA calculation (ωB97M-V with the def2-TZVPD basis set) on 14 unconnected molecules or ions with the total composition C58H134Cl8N2O4 in a non-equilibrium geometry.

The geometry in XYZ format:
```
206
C58H134Cl8N2O4 | OMol25 | ωB97M-V with the def2-TZVPD basis set
C 2.43328 -12.39103 -25.43231
C 2.82131 -12.80233 -26.91117
C 4.29195 -13.20372 -26.99340
C 4.74653 -13.87677 -28.32720
C 4.83663 -12.93019 -29.50911
C 5.92244 -11.89570 -29.45618
H 3.10813 -11.67837 -24.95821
H 2.26459 -13.23366 -24.76177
H 1.43168 -11.96168 -25.45558
H 2.19585 -13.62876 -27.24869
H 2.60965 -11.98362 -27.59894
H 4.39024 -13.90996 -26.16899
H 4.99209 -12.46180 -26.60939
H 5.75875 -14.27688 -28.26868
H 4.06285 -14.68517 -28.58640
H 4.84979 -13.46258 -30.46016
H 3.91807 -12.35337 -29.61689
H 5.95515 -11.53436 -30.48402
H 5.71514 -11.00469 -28.86355
H 6.84537 -12.34354 -29.08774
C -0.80984 -16.61389 -26.72339
C 0.56997 -16.77720 -26.05141
C 0.64918 -16.35947 -24.60488
C -0.20316 -17.20308 -23.62014
C -0.57069 -16.26977 -22.50933
C -1.47870 -16.84159 -21.40636
H -0.71302 -16.82843 -27.78767
H -1.30548 -15.64758 -26.63024
H -1.58271 -17.29863 -26.37421
H 0.99489 -17.75655 -26.27149
H 1.27020 -16.12410 -26.57222
H 0.31645 -15.32530 -24.51602
H 1.64460 -16.30056 -24.16468
H -0.95525 -17.75896 -24.18004
H 0.31503 -18.10130 -23.28428
H 0.35497 -15.96964 -22.01821
H -1.10529 -15.41670 -22.92714
H -2.11031 -16.13555 -20.86720
H -2.20488 -17.50105 -21.88163
H -0.84195 -17.38873 -20.71119
C -0.84339 -15.01913 -18.18083
C 0.00949 -14.66181 -16.97095
C 0.89761 -13.42580 -17.26466
C 1.31299 -12.66223 -16.00115
C 2.46908 -11.70011 -16.36177
C 3.03618 -10.99959 -15.12081
H -1.60796 -15.76857 -17.97622
H -0.16751 -15.49958 -18.88826
H -1.25396 -14.19114 -18.75871
H -0.62119 -14.38527 -16.12603
H 0.66046 -15.47581 -16.65197
H 0.34601 -12.71536 -17.88038
H 1.77208 -13.70093 -17.85432
H 0.48608 -11.99964 -15.74565
H 1.53175 -13.24580 -15.10689
H 3.17443 -12.42803 -16.76266
H 2.17831 -10.97903 -17.12570
H 3.15172 -11.68237 -14.27905
H 4.02928 -10.59021 -15.30589
H 2.30925 -10.25238 -14.80246
C -4.35574 -14.71200 -34.24518
C -4.00037 -14.92383 -32.76606
C -3.94828 -16.40132 -32.39562
C -3.72592 -16.66429 -30.86163
C -3.82836 -18.17197 -30.42714
C -2.67870 -18.62010 -29.51949
H -4.30476 -13.64221 -34.44781
H -5.39229 -14.97292 -34.45867
H -3.65086 -15.28839 -34.84436
H -3.06746 -14.40313 -32.55013
H -4.69763 -14.40801 -32.10585
H -3.18582 -16.95168 -32.94686
H -4.94394 -16.81343 -32.55973
H -2.69735 -16.34319 -30.69719
H -4.35307 -16.08399 -30.18485
H -4.84346 -18.31058 -30.05502
H -3.78462 -18.79675 -31.31923
H -2.83953 -19.65212 -29.20780
H -1.71098 -18.51021 -30.00893
H -2.57410 -18.05864 -28.59109
C 3.34076 -9.60903 -20.94378
C 2.95116 -10.73827 -21.92763
C 2.05276 -11.94550 -21.48152
C 0.60519 -11.65028 -21.83737
C -0.30750 -12.64156 -21.11621
C -1.76362 -12.52838 -21.55684
H 2.46924 -9.24030 -20.40287
H 3.69656 -8.74886 -21.51087
H 4.07276 -9.89537 -20.18860
H 2.66043 -10.36667 -22.91022
H 3.86076 -11.27159 -22.20382
H 2.22671 -12.12249 -20.42015
H 2.42213 -12.84157 -21.98023
H 0.19509 -10.65767 -21.65126
H 0.52000 -11.62876 -22.92382
H 0.10543 -13.62825 -21.32607
H -0.31285 -12.58114 -20.02790
H -1.75795 -12.75509 -22.62299
H -2.43174 -13.17330 -20.98605
H -2.17873 -11.52096 -21.52740
C -4.62996 -15.95511 -25.40261
C -4.75338 -17.14936 -26.39331
C -6.22089 -17.58189 -26.33141
C -6.47775 -18.82071 -27.19824
C -7.91266 -19.40024 -26.94664
C -8.05540 -20.14125 -25.61623
H -5.28147 -15.08699 -25.50253
H -3.57767 -15.69088 -25.29791
H -4.91952 -16.22282 -24.38645
H -4.44856 -16.91236 -27.41263
H -4.07500 -17.93646 -26.06409
H -6.84252 -16.73453 -26.62064
H -6.51952 -17.71506 -25.29161
H -6.34857 -18.54391 -28.24456
H -5.72735 -19.58782 -27.00703
H -8.69412 -18.65224 -26.81286
H -8.19487 -19.96930 -27.83244
H -9.00980 -20.64627 -25.46725
H -7.26949 -20.88682 -25.49551
H -7.94468 -19.45760 -24.77453
C -4.37499 -12.34663 -24.40588
C -4.27359 -11.16046 -25.38921
C -4.06969 -11.71905 -26.83119
C -2.62451 -11.95393 -27.20233
C -2.36757 -13.21017 -28.04348
C -2.93704 -13.19168 -29.46043
H -3.56638 -13.05731 -24.57675
H -5.30071 -12.91457 -24.49857
H -4.29585 -12.07655 -23.35284
H -5.22359 -10.63320 -25.30214
H -3.49858 -10.42698 -25.16678
H -4.55942 -11.08439 -27.56976
H -4.56677 -12.68911 -26.83052
H -2.14934 -11.09270 -27.67201
H -2.04939 -12.14464 -26.29625
H -1.28027 -13.28080 -28.01358
H -2.62310 -14.14130 -27.53772
H -2.81093 -12.24528 -29.98630
H -2.51993 -13.97823 -30.08929
H -4.00126 -13.42554 -29.43134
C -4.93688 -19.49860 -22.90958
C -5.04516 -18.58962 -21.66158
C -5.19821 -17.08918 -21.86915
C -5.49372 -16.31170 -20.61058
C -4.96310 -14.89218 -20.72216
C -4.88672 -14.07206 -19.39960
H -5.62492 -19.30989 -23.73364
H -5.02614 -20.52505 -22.55382
H -3.95576 -19.47307 -23.38376
H -5.95739 -18.92081 -21.16534
H -4.21331 -18.69622 -20.96533
H -5.92470 -17.01126 -22.67800
H -4.20097 -16.79095 -22.19267
H -6.57740 -16.28122 -20.49741
H -5.04150 -16.79559 -19.74488
H -3.96182 -14.88282 -21.15281
H -5.62059 -14.33391 -21.38858
H -4.27821 -14.68537 -18.73502
H -4.52187 -13.06214 -19.58684
H -5.87112 -13.98724 -18.93930
Cl 1.20025 -19.08235 -21.16225
C 0.74109 -20.61316 -21.92533
C -0.64175 -20.69374 -22.49903
Cl -1.96356 -20.44213 -21.36841
H 0.73644 -21.48005 -21.26459
H 1.41047 -20.72565 -22.77818
H -0.84110 -21.65422 -22.97425
H -0.87013 -19.91064 -23.22200
Cl 0.56357 -15.01107 -29.60865
C 1.47359 -14.65086 -31.13368
C 0.48555 -14.35247 -32.27607
Cl -0.11749 -12.68906 -32.14316
H 2.10335 -15.50027 -31.39827
H 2.08846 -13.79454 -30.85660
H -0.29526 -15.11191 -32.23483
H 0.99787 -14.48560 -33.22891
Cl 4.30009 -13.91175 -19.25376
C 4.13878 -15.66905 -19.45831
C 2.95267 -15.98010 -20.40228
Cl 3.33601 -15.52646 -22.09270
H 4.03286 -16.03998 -18.43886
H 5.05473 -16.08403 -19.87893
H 1.97413 -15.65150 -20.05215
H 2.83401 -17.06295 -20.44019
Cl 0.54732 -20.50826 -25.53678
C -0.88261 -20.56058 -26.57683
C -2.20743 -20.37602 -25.79625
Cl -2.68562 -21.91946 -25.03037
H -0.90484 -21.43033 -27.23344
H -0.74139 -19.68729 -27.21364
H -3.02838 -20.09175 -26.45452
H -2.19247 -19.58775 -25.04358
C 2.35662 -18.34455 -29.13456
N 2.88002 -19.75561 -28.95070
O 3.06335 -20.49562 -29.86937
O 3.18361 -20.08438 -27.78036
H 2.91064 -17.78483 -29.88813
H 2.50516 -17.92341 -28.14023
H 1.30020 -18.22824 -29.37654
C 4.59423 -17.39115 -24.59706
N 4.76272 -17.52882 -26.06478
O 4.03299 -16.87731 -26.76752
O 5.74403 -18.20003 -26.35243
H 3.59130 -17.81801 -24.59685
H 4.64054 -16.34901 -24.28099
H 5.25633 -18.07292 -24.06328
```

Computed properties:
- DFT total energy (eV) = -173653.06211
- multiplicity = 2
- lowest unoccupied orbital energy (spin up / spin down) (Ha) = -0.0762 / -0.3552
- highest occupied orbital energy (spin up / spin down) (Eh) = -0.443 / -0.443
- charge = +1

=====

(2)
ORCA calculation (ωB97M-V with the def2-TZVPD basis set) on 2 unconnected molecules or ions with the total composition C4H11N3O2 in a non-equilibrium geometry.

The geometry in XYZ format:
```
20
C4H11N3O2 | OMol25 | ωB97M-V with the def2-TZVPD basis set
C -1.06880 -2.11952 -1.87032
C -1.34017 0.16062 -0.75938
N -1.55272 1.38661 -0.89307
N -0.84070 -0.67387 -1.76452
N -1.62619 -0.53808 0.44961
H -1.46450 1.92667 -1.74938
H 2.93742 0.61998 3.65056
H -0.62938 -0.18407 -2.62933
H -2.26532 -1.30329 0.27658
H -0.79636 -0.89268 0.91399
H -0.51965 -2.57090 -1.03955
H -0.53396 -2.43185 -2.75956
H -2.11511 -2.40557 -1.81491
C 1.20724 1.55633 1.13725
C 2.27232 0.82330 1.79712
O 2.30112 1.16263 3.13431
O 3.14916 0.12738 1.35313
H 1.65496 2.29039 0.45081
H 0.51109 2.03197 1.80673
H 0.71955 1.03393 0.30993
```

Computed properties:
- SMILES = [H]/N=C(/N)NC.CC(=O)O
- DFT total energy (eV) = -12891.24410
- lowest unoccupied orbital energy (Ha) = 0.0238
- highest occupied orbital energy (Eh) = -0.335

=====

(3)
ORCA calculation (ωB97M-V with the def2-TZVPD basis set) on a molecular structure, C9H15Cl2IrO6PPm in a non-equilibrium geometry.

The geometry in XYZ format:
```
35
C9H15Cl2IrO6PPm | OMol25 | ωB97M-V with the def2-TZVPD basis set
Pm -3.91364 2.64586 -4.55923
Ir -0.12131 -0.49031 0.08571
Cl -1.78772 3.44621 -5.62568
Cl -1.49642 -0.94346 -1.69465
C 0.49293 0.30595 1.60881
C -4.92851 4.22852 -6.12480
C -6.36719 3.31023 -4.36363
O 0.99848 0.75226 2.57517
O -5.67924 4.92472 -6.66600
O -7.41270 3.77285 -4.54410
C 1.89668 -4.96706 0.68008
C 1.46347 -3.51614 0.64978
O 2.00177 -2.90697 -0.54292
P 1.59230 -1.39317 -0.93420
O 2.99621 -0.60440 -0.85101
C 4.15834 -0.85465 -0.04423
C 4.39779 0.19111 1.01513
O 1.31850 -1.53694 -2.51538
C 1.96775 -0.75017 -3.51976
C 1.85886 0.74385 -3.38494
H 1.51140 -5.53841 -0.16557
H 1.49714 -5.40103 1.59379
H 2.98059 -5.09866 0.70652
H 0.36157 -3.42814 0.64061
H 1.85369 -2.99879 1.54367
H 4.03928 -1.82811 0.45325
H 5.01816 -0.93024 -0.71990
H 3.52000 0.37970 1.64119
H 5.20514 -0.20084 1.63258
H 4.75204 1.11831 0.56518
H 3.02117 -1.03921 -3.53203
H 1.53241 -1.06177 -4.47782
H 2.48885 1.10487 -2.57225
H 2.22850 1.17553 -4.31856
H 0.83377 1.07247 -3.21126
```

Computed properties:
- DFT total energy (eV) = -75539.23629
- multiplicity = 9
- lowest unoccupied orbital energy (spin up / spin down) (Ha) = -0.5307 / -0.6609
- highest occupied orbital energy (spin up / spin down) (Eh) = -0.755 / -0.804
- charge = +4